[1]
14
Properties=species:S:1:pos:R:3:nbo_charge:R:1 method="wB97M-V/def2-TZVPD" total_charge=-1 e_above_lowest_kj_mol=169.5
C -0.18 2.77 1.84 -0.75
S -1.52 1.90 0.97 -0.73
H 0.78 2.24 1.55 0.17
H -0.04 3.85 1.59 0.16
H -0.20 2.75 2.96 0.16
C 1.46 -1.97 -0.67 -0.79
S 0.50 -1.35 -2.06 0.15
C -1.18 -1.13 -1.41 -0.75
H 1.63 -1.17 0.04 0.22
H 2.46 -1.87 -1.02 0.24
H 0.92 -2.70 -0.01 0.23
H -1.83 -1.94 -1.75 0.19
H -1.29 -1.19 -0.32 0.25
H -1.50 -0.18 -1.71 0.25



[2]
14
Properties=species:S:1:pos:R:3:nbo_charge:R:1 method="wB97M-V/def2-TZVPD" total_charge=-1 e_above_lowest_kj_mol=43.9
C 1.07 2.15 1.74 -0.73
S 1.29 1.49 0.07 -0.31
H 1.70 3.02 1.88 0.19
H 0.03 2.47 1.84 0.20
H 1.30 1.40 2.49 0.21
H 0.35 0.39 0.41 0.16
C -1.01 -1.06 -1.72 -0.62
C -0.36 -1.76 -0.51 -0.52
S -0.78 -0.92 1.04 -0.53
H -0.74 -0.01 -1.74 0.21
H -2.10 -1.14 -1.69 0.19
H -0.68 -1.50 -2.68 0.17
H 0.72 -1.75 -0.64 0.18
H -0.77 -2.77 -0.49 0.18



[3]
8
Properties=species:S:1:pos:R:3:nbo_charge:R:1 method="wB97M-V/def2-TZVPD" total_charge=-1 e_tot_ha=-419.76291
C -1.19 1.39 -0.56 0.37
C 0.91 -1.41 0.97 -0.92
O -1.42 2.57 -0.21 -0.76
O -0.29 0.76 0.23 -0.84
C 0.02 -1.02 0.08 -0.27
Li 1.52 0.63 0.69 0.81
H 1.22 -2.46 0.98 0.19
Ag -0.77 -0.46 -2.18 0.42



[4]
8
Properties=species:S:1:pos:R:3:nbo_charge:R:1 method="wB97M-V/def2-TZVPD" total_charge=-1 e_above_lowest_kj_mol=0.0
C 0.82 0.75 -0.56 -0.30
C 0.16 0.11 0.36 -0.35
C -1.15 -1.23 -0.14 0.93
O -0.84 -1.61 -1.21 -0.69
O -1.86 -1.37 0.76 -0.65
Br 1.93 2.46 -0.16 -0.18
I 0.12 0.49 2.49 0.02
H 0.82 0.40 -1.53 0.22



[5]
8
Properties=species:S:1:pos:R:3:nbo_charge:R:1 method="wB97M-V/def2-TZVPD" e_above_lowest_kj_mol=182.1
C -0.76 0.34 1.05 0.28
C -0.46 0.20 -0.33 0.30
C 1.00 -0.43 -0.78 -0.20
O -1.83 0.65 1.51 -0.50
F -1.49 0.20 -1.19 -0.29
Cl 1.13 -0.77 -2.39 0.15
Cl 2.28 -0.44 0.32 0.13
H 0.13 0.25 1.81 0.13



[6]
9
Properties=species:S:1:pos:R:3:nbo_charge:R:1 method="wB97M-V/def2-TZVPD" e_above_lowest_kj_mol=0.0
C 1.00 -0.21 0.09 -0.32
C -0.46 -0.59 -0.01 -0.24
C -1.50 0.26 -0.04 0.39
H 2.67 1.30 -0.01 0.14
F -1.37 1.55 0.06 -0.28
S 1.40 1.53 -0.04 0.11
S 2.14 -1.36 -0.02 0.07
Cl -0.72 -2.29 0.00 0.07
Cl -3.16 -0.17 -0.03 0.07



[7]
10
Properties=species:S:1:pos:R:3:nbo_charge:R:1 method="wB97M-V/def2-TZVPD" total_charge=-2 e_above_lowest_kj_mol=2.5
C 0.86 0.12 0.88 0.88
C 3.17 0.14 0.09 0.40
C -2.74 -0.09 -0.56 -0.55
N 1.86 -0.20 0.33 -0.61
O -0.15 0.39 1.36 -0.52
O 3.60 1.08 0.77 -0.69
S 3.93 -0.81 -0.99 -0.46
Cl -3.89 0.20 0.84 -0.27
Cl -3.54 -1.51 -1.42 -0.29
H -3.11 0.68 -1.32 0.10



[8]
9
Properties=species:S:1:pos:R:3:nbo_charge:R:1 method="wB97M-V/def2-TZVPD" e_above_lowest_kj_mol=161.0
C 1.25 1.74 -0.17 0.67
C -1.76 -0.99 0.10 0.24
C 1.91 0.66 0.13 -0.37
N -2.32 -1.60 -0.77 -0.67
O 0.92 2.81 -0.37 -0.39
S -1.05 0.04 1.03 0.00
Cl 1.95 0.23 1.88 0.03
Cl 2.19 -0.65 -0.97 0.07
H -3.09 -2.24 -0.85 0.43



[9]
8
Properties=species:S:1:pos:R:3:nbo_charge:R:1 method="wB97M-V/def2-TZVPD" e_above_lowest_kj_mol=489.1
C 1.26 0.42 0.41 -0.34
C 0.01 0.27 0.81 0.04
C -0.82 -0.71 -1.16 0.26
O -0.93 -0.36 0.04 -0.33
Cl 2.55 1.26 1.09 0.03
Cl -0.78 0.67 2.38 -0.09
Cl 0.58 -0.80 -2.08 0.20
H -1.88 -0.76 -1.49 0.22



[10]
7
Properties=species:S:1:pos:R:3:nbo_charge:R:1 method="wB97M-V/def2-TZVPD" e_above_lowest_kj_mol=0.0
C -0.08 0.14 -1.52 0.23
C 0.28 -0.55 0.75 -0.30
C -0.18 0.36 -0.13 -0.20
N 0.00 -0.02 -2.65 -0.25
Cl -0.92 1.85 0.32 0.07
I 0.17 -0.31 2.81 0.21
H 0.73 -1.47 0.42 0.24



[11]
9
Properties=species:S:1:pos:R:3:nbo_charge:R:1 method="wB97M-V/def2-TZVPD" e_above_lowest_kj_mol=0.0
C 0.72 0.95 0.48 0.60
C -0.55 -0.93 0.83 0.31
C -0.28 -0.24 -1.36 0.84
H -1.06 -1.50 1.52 0.19
N 0.22 0.05 1.33 -0.55
N -0.87 -1.15 -0.37 -0.48
O -0.56 -0.29 -2.52 -0.48
O 0.43 0.97 -0.82 -0.49
Cl 1.95 2.13 0.94 0.08



[12]
8
Properties=species:S:1:pos:R:3:mulliken_spin:R:1 method="wB97M-V/def2-TZVPD" total_charge=+1 e_above_lowest_kj_mol=0.0 spin_multiplicity=8
O -0.06 -1.05 -0.82 -0.02
Eu -2.30 -0.97 -1.67 7.03
O -1.96 1.11 -0.34 0.00
C -1.02 1.49 0.28 0.00
O -0.19 1.90 0.99 0.00
C 1.80 -0.69 0.60 -0.01
H 2.71 -0.47 1.12 0.00
C 1.03 -1.31 -0.16 0.00